Molecular formula: C22H27N4ORuS2SbSe4
Method: DFT, ωB97M-V/def2-TZVPD

The geometry in XYZ format:
```
62
Properties=species:S:1:pos:R:3:forces:R:3:lowdin_charge:R:1
Ru 0.220 0.018 -0.716 0.0747 0.2244 -0.4629 0.826
C -2.841 2.911 0.410 -0.0141 -0.0011 -0.0110 0.009
C -1.596 2.320 -0.183 0.1277 0.3054 -0.1139 -0.191
N -1.473 1.024 -0.302 -0.4242 -0.1406 0.3433 -0.138
N -2.654 0.301 -0.024 0.5827 -0.0267 -0.1992 -0.026
C -2.626 -0.847 -0.567 -0.3045 -0.4453 -0.2053 -1.036
S -1.260 -1.451 -1.507 0.3030 0.1943 -0.1278 0.536
S -3.923 -2.017 -0.516 0.0287 0.1096 0.0541 0.905
C -5.011 -1.388 0.817 0.0210 0.0167 0.0396 -0.354
C -4.597 -1.890 2.173 -0.0588 0.1153 -0.0552 -0.353
C -3.540 -1.303 2.865 -0.1416 -0.0727 0.0511 -0.085
C -3.142 -1.813 4.090 -0.0197 0.0062 0.0082 -0.078
C -3.799 -2.908 4.638 -0.0007 0.0039 -0.0354 -0.070
C -4.862 -3.486 3.960 0.0195 0.0216 -0.0282 -0.066
C -5.261 -2.975 2.732 0.0829 -0.0574 -0.0120 -0.068
C -0.578 3.238 -0.685 -0.1847 0.0707 0.1704 -0.097
C -0.727 4.624 -0.457 0.1302 -0.0066 -0.0888 -0.008
C 0.109 5.549 -1.037 -0.0566 -0.1649 0.0205 -0.043
C 1.119 5.116 -1.898 0.0273 0.0300 -0.0040 -0.034
C 1.299 3.774 -2.143 -0.0335 0.1493 0.0239 -0.010
C 0.473 2.833 -1.527 0.0500 -0.4236 -0.1658 -0.308
O 0.747 1.545 -1.782 -0.1611 0.2486 0.3101 -0.272
H -3.535 2.155 0.753 0.0731 0.0418 -0.0229 0.071
H -3.335 3.546 -0.325 -0.0074 0.0117 -0.0145 0.115
H -2.557 3.541 1.252 -0.0018 0.0228 0.0280 0.103
H -5.991 -1.770 0.534 -0.0184 0.0168 0.0204 0.089
H -5.031 -0.302 0.736 0.0605 -0.0464 0.0019 0.088
H -3.041 -0.440 2.451 0.0745 0.1137 -0.0633 0.093
H -2.330 -1.347 4.629 0.0311 0.0164 0.0256 0.109
H -3.495 -3.299 5.598 0.0202 -0.0194 0.0476 0.112
H -5.388 -4.327 4.388 -0.0144 -0.0290 0.0223 0.115
H -6.092 -3.428 2.207 -0.0488 -0.0108 -0.0201 0.122
H -1.517 4.978 0.183 -0.0704 0.0406 0.0574 0.111
H -0.027 6.601 -0.843 -0.0127 0.0581 0.0265 0.119
H 1.765 5.839 -2.376 0.0283 0.0337 -0.0296 0.122
H 2.064 3.424 -2.823 -0.0042 -0.0099 0.0076 0.121
Se 0.927 -4.246 -1.628 0.0558 -0.1673 -0.3564 0.091
Sb -0.057 -3.658 0.429 -0.1059 -0.0875 0.5048 -0.165
Se 1.436 -4.769 2.075 -0.0318 -0.0026 -0.0049 0.227
Se -2.373 -4.200 1.100 0.0393 0.0512 0.0392 0.337
Se 0.328 -1.159 1.265 -0.0581 -0.1587 0.3076 0.280
C 4.708 0.724 -0.751 0.1743 -0.0365 -0.0685 -0.038
C 3.194 0.711 -0.462 0.0187 0.1721 0.0403 -0.130
N 2.540 -0.458 -1.095 -0.2120 0.0278 0.0012 -0.237
C 2.796 -0.443 -2.552 -0.1155 -0.0877 -0.1484 -0.117
C 4.306 -0.510 -2.846 0.1779 0.0118 0.0098 -0.036
N 5.036 -0.510 -1.535 0.0366 0.0064 -0.0258 -0.088
C 4.658 -1.719 -0.735 0.1627 0.0287 -0.0442 -0.038
C 3.135 -1.684 -0.523 -0.1216 -0.1268 0.1384 -0.212
H 5.315 0.695 0.153 -0.0656 0.0619 -0.0248 0.145
H 5.014 1.578 -1.356 -0.0481 -0.0200 0.0636 0.144
H 2.741 1.619 -0.855 0.0550 -0.0736 0.0824 0.104
H 3.011 0.661 0.614 0.0009 -0.0066 -0.0995 0.126
H 2.353 0.461 -2.964 0.0415 -0.0544 0.0048 0.115
H 2.290 -1.308 -2.983 0.0077 0.0504 0.0143 0.128
H 4.668 0.348 -3.412 -0.0588 -0.0392 -0.0076 0.144
H 4.598 -1.422 -3.365 -0.0559 0.0354 -0.0271 0.145
H 6.040 -0.531 -1.718 -0.0593 0.0050 0.0214 0.199
H 5.224 -1.668 0.195 -0.0637 -0.0606 -0.0200 0.145
H 4.980 -2.594 -1.298 -0.0330 -0.0121 0.0444 0.147
H 2.900 -1.720 0.544 0.0575 0.0075 -0.1347 0.068
H 2.664 -2.542 -1.002 0.0436 0.0784 0.0912 -0.014
```
Positions in Å, forces in eV/Å.

- Strongest force on any atom: 0.62 eV/Å
- Expectation value of S²: 6.0383
- Relative energy (zero: lowest compared OMol25 entry of this formula, charge and spin): 0.00 kcal/mol
- E: -11885.4561 a.u.
- Kohn-Sham gap (alpha / beta): 6.6 / 5.5 eV
- Total charge: +2
- Spin multiplicity: 5

Molecular formula: C7H4O
Method: DFT, ωB97M-V/def2-TZVPD

The geometry in XYZ format:
```
12
Properties=species:S:1:pos:R:3:forces:R:3:lowdin_charge:R:1
C -2.223 -0.187 0.270 -0.8261 0.2152 1.3369 -0.265
C -0.893 0.255 0.760 -0.2828 -0.4922 -1.0939 0.002
C 0.246 0.166 0.073 0.9968 0.7106 0.5709 -0.265
C 1.544 0.471 0.678 1.4410 -0.0272 1.3209 -0.060
C 2.607 0.608 1.276 -1.7792 0.0799 -1.2172 0.144
C 0.299 -0.225 -1.278 -0.0672 0.6039 2.1517 -0.101
C 0.616 -0.634 -2.329 0.3133 -1.6945 -3.6981 0.166
H -2.937 -0.150 1.104 -0.2401 0.0847 0.3888 0.107
H -0.874 0.576 1.768 0.0036 0.2247 0.8563 0.104
H 3.559 0.825 1.745 -0.6381 -0.2295 -0.2843 0.040
H 0.713 -1.121 -3.291 0.1142 0.5045 0.5479 0.057
O -2.658 -0.583 -0.776 0.9646 0.0200 -0.8797 0.071
```
Positions in Å, forces in eV/Å.

- Strongest force on any atom: 4.08 eV/Å
- Relative energy (zero: lowest compared OMol25 entry of this formula, charge and spin): 20.56 kcal/mol
- SMILES: C#CC(C#C)=CC=O
- E: -344.1948 a.u.
- Kohn-Sham gap: 8.8 eV

Molecular formula: C25H62Cl10N2O7
Method: DFT, ωB97M-V/def2-TZVPD

The geometry in XYZ format:
```
106
Properties=species:S:1:pos:R:3:forces:R:3:lowdin_charge:R:1
Cl -0.702 -0.986 -3.503 0.0925 -0.3404 -0.4175 0.474
C -1.171 -2.561 -4.241 0.2188 -1.0634 -0.4760 -0.683
C -2.366 -3.165 -3.580 -0.6771 0.3507 0.4853 -0.705
Cl -2.039 -3.496 -1.858 0.1960 -0.1554 0.7480 0.435
H -0.347 -3.272 -4.184 0.3246 0.2626 0.3607 0.038
H -1.365 -2.492 -5.311 -0.1280 0.6820 -0.0591 0.028
H -2.690 -4.131 -3.967 0.2285 0.2423 -0.4444 0.025
H -3.208 -2.473 -3.548 -0.0846 -0.0941 -0.3083 0.026
Cl -3.243 -4.556 2.871 0.0601 -0.1446 0.7462 0.549
C -2.753 -4.568 1.171 -0.2495 -0.2624 -0.2090 -0.706
C -3.062 -5.906 0.519 -0.8019 -0.1996 -0.4915 -0.692
Cl -1.900 -7.160 0.964 0.8582 -0.2313 0.0179 0.522
H -1.680 -4.388 1.107 -0.0748 0.0931 0.0671 0.045
H -3.290 -3.715 0.758 0.0130 -0.3358 -0.4358 0.035
H -3.122 -5.809 -0.565 0.5533 0.1107 -0.0189 0.037
H -3.977 -6.441 0.774 -0.3800 0.9937 0.3969 0.052
Cl 2.200 2.406 0.198 -0.1136 0.0216 0.1916 0.601
C 3.531 2.375 -0.981 0.2014 -0.7869 -0.1144 -0.640
C 3.816 3.745 -1.546 0.1066 -0.9823 -1.3166 -0.702
Cl 4.200 4.914 -0.325 0.0240 0.8365 0.7712 0.577
H 3.239 1.631 -1.722 -0.0652 0.4240 -0.4084 0.058
H 4.396 1.898 -0.521 0.0837 0.4197 0.3985 0.054
H 2.995 4.043 -2.198 -0.1721 0.3861 0.4313 0.079
H 4.693 3.723 -2.194 0.0127 -0.4318 -0.0117 0.059
Cl 0.599 -1.528 0.141 0.0890 0.0908 -0.3204 0.541
C -0.569 -0.168 0.081 -0.2058 -0.1379 -1.1610 -0.657
C -1.947 -0.626 0.558 1.3218 0.1346 -0.2482 -0.614
Cl -1.672 -1.242 2.188 -0.9480 0.0531 1.1167 0.585
H -0.675 0.126 -0.963 0.1374 -0.1864 -0.1657 0.030
H -0.075 0.671 0.572 -0.5483 -0.1940 0.4996 0.001
H -2.312 -1.490 0.003 0.1096 0.3304 -0.3085 0.015
H -2.642 0.209 0.477 -0.1341 -0.1995 0.4992 0.052
Cl 4.109 1.305 4.480 -0.4356 -0.3904 -0.8865 0.490
C 3.549 0.377 3.009 -0.9482 -1.0727 -0.0285 -0.613
C 2.145 -0.246 3.166 0.2210 -0.5470 1.1707 -0.657
Cl 0.899 1.007 3.304 -0.1140 0.0730 -0.0605 0.573
H 4.247 -0.452 2.890 0.1165 0.2022 -0.0544 0.069
H 3.520 0.998 2.114 0.3626 0.2844 0.3709 0.014
H 2.044 -0.903 4.030 0.4407 0.6628 0.8303 0.055
H 1.811 -1.028 2.484 0.4824 0.7967 -1.2673 0.021
C -1.914 3.323 -0.322 -0.5210 -0.4446 1.8169 -0.109
O -2.722 4.088 0.625 0.5632 0.6723 -1.8192 -0.132
H -1.904 3.680 -1.351 -0.5716 0.3721 0.2750 0.084
H -0.880 3.275 0.020 0.1639 0.1253 0.0512 0.054
H -2.310 2.308 -0.280 0.2394 -0.1765 -0.5941 0.038
H -3.008 3.543 1.362 0.4018 -0.4034 0.2655 0.010
C -5.794 -1.583 2.675 -1.1366 -1.5067 0.1685 -0.190
O -5.626 -1.411 1.312 1.0093 0.3059 -1.1599 -0.138
H -6.862 -1.405 2.806 -0.0934 0.3546 1.1828 0.076
H -5.652 -2.651 2.842 0.1149 -0.0397 0.3783 0.053
H -5.124 -1.052 3.351 -0.0668 0.2990 -0.1765 0.068
H -5.372 -0.495 1.175 0.3721 0.5567 -0.4359 0.012
C 0.295 -3.664 3.893 0.9978 -0.3964 -0.2843 -0.155
O 1.624 -4.113 4.244 -0.2515 -0.0601 -0.3188 -0.137
H 0.285 -2.575 3.863 -0.4746 0.0312 0.3651 0.034
H 0.126 -3.993 2.867 0.0848 -0.0588 0.0243 0.066
H -0.466 -4.148 4.505 -0.0662 0.4113 0.1702 0.069
H 1.828 -3.917 5.161 -0.2833 0.1096 0.0317 0.063
C -3.411 0.871 -3.138 -0.6445 -0.1359 -0.2619 -0.142
O -4.068 1.391 -1.996 -0.6895 0.0850 0.5203 -0.229
C -5.257 0.665 -1.633 0.1328 1.0258 1.3593 -0.166
C -5.940 1.390 -0.381 0.8016 -0.5917 -1.6445 -0.181
N -4.977 1.445 0.683 0.4276 -0.1449 1.1661 -0.078
C -5.390 2.208 1.878 0.5341 -0.4321 -0.2317 -0.172
C -4.462 2.005 3.067 -0.0255 -0.5084 0.2874 -0.210
O -3.202 2.626 2.961 0.5272 1.2601 -0.6676 -0.216
C -2.235 2.364 3.977 -1.0121 -0.9820 0.6368 -0.090
H -4.095 0.948 -3.983 0.0141 -0.1187 -0.2970 0.076
H -3.126 -0.174 -3.018 -0.0767 0.0056 0.1369 0.023
H -2.517 1.445 -3.383 -0.0615 0.1395 0.3782 0.072
H -4.959 -0.338 -1.330 -0.0687 -0.2318 0.1226 0.110
H -5.987 0.564 -2.436 0.0910 0.2715 -0.3173 0.111
H -6.797 0.777 -0.105 -0.1781 0.1478 0.0684 0.115
H -6.216 2.421 -0.605 -0.5420 0.0014 -0.6067 0.117
H -4.158 1.847 0.250 0.3156 0.1891 0.2680 0.068
H -6.336 1.788 2.221 -0.1821 -0.0766 -0.0721 0.122
H -5.565 3.273 1.727 0.0754 0.2633 -0.3778 0.123
H -4.323 0.929 3.171 0.1150 -0.2174 0.1987 0.097
H -5.004 2.374 3.937 0.0579 0.0981 0.3481 0.126
H -1.252 2.819 3.853 -0.2366 -0.1584 -1.0679 0.067
H -2.222 1.277 4.062 0.7825 -0.1470 0.0542 0.064
H -2.505 2.720 4.971 -0.7444 0.2948 0.0852 0.082
C 2.689 -0.949 -3.213 0.1690 -0.4292 -0.1664 -0.136
O 3.979 -0.400 -2.961 0.6442 0.4484 -0.6754 -0.213
C 4.788 -0.143 -4.132 -0.6859 -0.4308 0.0323 -0.220
C 6.224 0.033 -3.748 0.3468 0.8582 0.7230 -0.213
N 6.336 1.174 -2.816 0.4766 -0.7179 0.2827 -0.051
C 7.712 1.326 -2.316 -0.7185 1.4506 -0.2253 -0.200
C 7.706 2.106 -0.991 0.1228 -0.4890 0.6366 -0.211
O 7.273 1.205 0.042 -0.3471 0.0772 0.5456 -0.218
C 7.001 1.782 1.362 0.6916 -0.1705 -1.7785 -0.062
H 2.768 -2.030 -3.326 0.0034 -0.1884 -0.0573 0.084
H 2.216 -0.574 -4.121 0.0764 0.3209 -0.0191 0.063
H 2.030 -0.773 -2.363 0.2178 0.2255 0.0161 0.031
H 4.456 0.752 -4.658 -0.2325 0.3891 0.2471 0.119
H 4.710 -0.915 -4.896 -0.1733 -0.5725 0.2286 0.117
H 6.833 0.242 -4.628 -0.1756 0.2577 -0.2911 0.118
H 6.699 -0.852 -3.326 -0.3405 -0.4528 0.2515 0.117
H 5.778 0.956 -2.003 -0.3518 -0.2697 0.0490 0.073
H 8.183 1.919 -3.100 0.5839 0.1706 0.1963 0.113
H 8.280 0.400 -2.229 -0.1017 -0.2798 0.2963 0.114
H 7.090 3.005 -0.987 -0.6067 -0.0433 -0.4345 0.108
H 8.688 2.518 -0.756 0.5032 -0.3322 0.0309 0.111
H 6.758 0.973 2.050 -0.0508 0.0155 -0.2601 0.080
H 6.183 2.497 1.276 -0.0764 0.0902 0.1920 0.072
H 7.915 2.277 1.692 -0.0438 0.1885 0.2643 0.081
```
Positions in Å, forces in eV/Å.

- Strongest force on any atom: 2.02 eV/Å
- Expectation value of S²: 0.7504
- E: -6227.6679 a.u.
- Kohn-Sham gap (alpha / beta): 1.8 / 9.8 eV
- Total charge: -1
- Spin multiplicity: 2

Molecular formula: C21H17Cl3GaGeN7
Method: DFT, ωB97M-V/def2-TZVPD

The geometry in XYZ format:
```
50
Properties=species:S:1:pos:R:3:forces:R:3:lowdin_charge:R:1
Ga 0.148 -0.303 0.126 0.3017 0.5137 -0.2364 0.369
C 0.085 -2.369 -3.716 0.0087 0.0095 -0.0154 0.013
C -1.036 -1.812 -4.309 -0.0083 0.0108 0.0031 0.033
C -1.745 -0.826 -3.631 0.0221 0.0102 -0.0202 0.053
C -1.313 -0.432 -2.382 -0.0134 0.0214 0.0249 -0.162
N -0.221 -0.982 -1.804 -0.1005 -0.0931 0.1383 0.056
C 0.458 -1.930 -2.460 0.0345 0.0254 -0.0101 -0.082
C -2.017 0.579 -1.551 0.0203 -0.0374 0.0077 -0.151
C -3.071 1.386 -1.940 -0.0405 -0.0218 0.0016 0.063
C -3.619 2.250 -0.997 0.0156 -0.0083 0.0029 0.045
C -3.130 2.284 0.306 -0.0342 -0.0307 0.0123 0.061
C -2.077 1.448 0.628 0.0200 -0.0222 0.0087 -0.179
N -1.547 0.653 -0.304 0.0113 -0.0033 0.0359 0.082
C -1.429 1.304 1.957 -0.0083 -0.0113 -0.0184 -0.184
C -1.910 1.884 3.112 0.0254 0.0344 0.0018 0.052
C -1.240 1.659 4.310 -0.0095 0.0013 -0.0097 0.034
C -0.102 0.868 4.314 0.0153 0.0187 0.0031 0.014
C 0.322 0.312 3.123 0.0332 0.0270 -0.0216 -0.093
N -0.328 0.520 1.970 -0.0102 -0.2680 0.0149 0.042
H 0.661 -3.138 -4.210 -0.0025 -0.0019 -0.0010 0.136
H -1.364 -2.140 -5.287 0.0048 -0.0031 -0.0022 0.142
H -2.628 -0.388 -4.072 0.0060 0.0000 -0.0075 0.134
H 1.323 -2.346 -1.960 -0.0119 -0.0133 0.0253 0.118
H -3.461 1.355 -2.947 -0.0111 0.0118 0.0051 0.135
H -4.439 2.898 -1.278 -0.0038 -0.0018 0.0019 0.143
H -3.565 2.948 1.038 -0.0155 0.0022 -0.0141 0.135
H -2.800 2.497 3.090 0.0016 0.0005 0.0130 0.134
H -1.608 2.098 5.228 0.0036 0.0026 -0.0011 0.142
H 0.448 0.676 5.224 -0.0065 -0.0044 0.0024 0.137
H 1.201 -0.318 3.079 -0.0244 -0.0381 -0.0058 0.120
N 3.595 1.788 -0.392 -0.0093 0.0151 -0.0575 0.175
C 2.839 2.906 -0.656 -0.0379 -0.0078 0.0215 0.009
C 1.537 2.513 -0.585 0.0335 0.0151 -0.0393 -0.032
N 1.503 1.172 -0.291 -0.0705 -0.0971 -0.0695 0.078
C 2.759 0.764 -0.183 0.0633 -0.0257 0.0843 -0.213
C 2.956 -0.633 0.165 -0.0283 0.0397 -0.0247 -0.210
N 1.864 -1.355 0.418 -0.0654 -0.0099 0.1000 0.053
C 2.286 -2.645 0.682 0.0163 0.0412 -0.0083 -0.074
C 3.640 -2.681 0.582 -0.0328 -0.0090 0.0548 0.013
N 4.041 -1.404 0.259 0.0312 -0.0301 -0.0125 0.180
H 4.605 1.774 -0.366 -0.0004 -0.0092 -0.0013 0.192
H 3.282 3.864 -0.868 0.0198 -0.0049 0.0061 0.149
H 0.648 3.101 -0.736 -0.0060 -0.0060 0.0041 0.133
H 1.611 -3.445 0.930 -0.0154 -0.0018 -0.0083 0.090
H 4.339 -3.488 0.723 0.0234 0.0131 -0.0091 0.151
H 5.002 -1.125 0.112 -0.0046 0.0112 0.0032 0.194
Cl -3.343 -1.845 1.483 -0.0132 0.0287 -0.0240 0.273
Ge -1.389 -2.601 1.205 -0.1523 -0.1098 0.0665 -0.237
Cl -0.470 -3.106 3.047 0.0017 -0.0072 -0.0196 0.269
Cl -1.303 -4.190 -0.188 0.0234 0.0236 -0.0058 0.262
```
Positions in Å, forces in eV/Å.

- Strongest force on any atom: 0.64 eV/Å
- Expectation value of S²: 0.7528
- Relative energy (zero: lowest compared OMol25 entry of this formula, charge and spin): 12.42 kcal/mol
- E: -6575.3499 a.u.
- Kohn-Sham gap (alpha / beta): 8.0 / 6.5 eV
- Total charge: +3
- Spin multiplicity: 2